C55H86NO45 | wB97M-V/def2-TZVPD

Structure (XYZ):
```
187
Properties=species:S:1:pos:R:3:forces:R:3:lowdin_charge:R:1
C -29.4418 -12.5958 -19.2194 -0.4 0.5 -0.6 -0.0110
C -28.1347 -13.1285 -18.6146 -1.5 0.1 0.2 -0.4022
C -28.4300 -13.7504 -17.2521 -0.1 -0.3 -0.5 -0.1458
C -27.2348 -14.5134 -16.7971 1.0 -2.0 0.6 -0.1467
C -26.9229 -15.7647 -17.7277 -0.3 1.9 0.6 -0.0683
C -26.6196 -15.3252 -19.2000 -0.8 -2.4 0.4 -0.3350
N -27.6058 -14.1836 -19.6038 4.2 3.8 -6.7 0.1923
O -27.4109 -13.7186 -20.8950 -1.9 -3.3 8.0 0.1248
C -26.8509 -16.5855 -20.1407 0.1 0.6 0.0 0.0139
C -25.1784 -14.7691 -19.3105 -0.2 1.1 -0.9 0.0151
C -27.1132 -12.0060 -18.3794 1.1 1.1 -1.1 0.0130
H -30.2301 -13.3486 -19.2165 0.2 -0.2 0.0 0.0752
H -29.3506 -12.1810 -20.2232 0.4 -0.4 -0.2 0.0802
H -29.8735 -11.7434 -18.6947 0.4 -0.1 0.7 0.0908
H -29.3207 -14.3778 -17.2824 0.0 0.0 -0.1 0.1079
H -28.6451 -12.8978 -16.6080 -0.1 -0.2 0.1 0.1210
H -27.3761 -14.9708 -15.8178 -0.4 0.2 0.2 0.0956
H -26.3744 -13.8676 -16.6218 0.2 0.0 -0.4 0.1122
H -27.7401 -16.4724 -17.5882 -0.4 0.2 -0.7 0.1119
H -26.1025 -16.3382 -17.2962 0.5 0.3 -0.5 0.1034
H -27.7235 -17.1511 -19.8142 0.1 0.2 0.1 0.0579
H -25.9944 -17.2596 -20.1279 0.2 0.2 0.7 0.0938
H -26.9498 -16.4078 -21.2116 -0.2 0.7 0.0 0.0618
H -25.0033 -14.4832 -20.3476 0.1 -0.3 -0.2 0.0758
H -24.4094 -15.4770 -19.0011 -0.5 -0.4 0.0 0.0905
H -24.9847 -13.8433 -18.7687 -0.4 -0.2 0.3 0.0685
H -26.9478 -11.3953 -19.2670 -0.4 -0.1 -0.3 0.0738
H -26.0875 -12.1837 -18.0563 -0.2 -0.9 0.2 0.0681
H -27.4791 -11.3059 -17.6282 -0.5 -0.3 0.0 0.1173
C -29.6928 -16.6998 -14.0671 0.4 0.5 0.4 -0.1036
C -29.9190 -16.1700 -12.6549 -0.7 -0.1 -1.5 -0.1224
O -28.7105 -16.4625 -11.9949 0.0 0.0 0.9 0.0867
C -27.7520 -16.8760 -12.8649 0.5 -0.2 0.9 -0.5431
O -26.6422 -17.2132 -12.5620 -1.2 0.5 -0.5 0.1823
O -28.2628 -16.8658 -14.0958 -0.4 -0.5 -1.6 0.0540
H -30.0279 -15.9858 -14.8194 0.3 -0.2 -0.2 0.1241
H -30.2484 -17.6341 -14.1477 0.5 -0.3 -0.5 0.1140
H -30.7940 -16.7383 -12.3394 0.3 0.3 1.1 0.1340
H -30.1564 -15.1099 -12.7445 0.3 0.0 0.8 0.1021
C -32.2563 -18.4654 -20.9877 -2.6 -0.5 -0.5 -0.0926
C -33.2273 -18.0442 -19.8922 -0.1 -1.0 0.4 -0.1201
O -32.4210 -17.2922 -19.0256 1.4 1.1 -0.3 0.0187
C -31.2903 -16.9331 -19.7359 2.5 1.8 6.6 -0.5424
O -30.3385 -16.3674 -19.1483 -3.0 -1.1 -2.5 0.1017
O -31.3230 -17.3992 -20.9122 1.0 -1.4 -3.7 0.1023
H -32.8541 -18.5082 -21.8982 0.4 0.9 -0.5 0.1228
H -31.9334 -19.5063 -20.9666 1.2 0.4 0.9 0.1331
H -33.5697 -18.8991 -19.3092 -0.5 0.1 -0.2 0.1405
H -34.0074 -17.3913 -20.2836 -0.3 -0.3 0.0 0.1278
C -27.9858 -8.5071 -21.4419 2.1 1.4 0.4 -0.0952
C -26.9066 -7.4177 -21.5754 -0.3 0.3 -1.4 -0.1327
O -26.2312 -7.3473 -20.3706 1.0 0.9 1.3 0.0958
C -26.6212 -8.3090 -19.5594 1.2 -1.1 2.2 -0.5640
O -26.1564 -8.6076 -18.4732 -1.1 0.8 -2.2 0.1495
O -27.6056 -8.9921 -20.1562 -2.0 -1.8 0.2 0.0301
H -27.7439 -9.2224 -22.2280 -0.9 -0.3 0.3 0.1062
H -28.9465 -7.9950 -21.4962 -0.3 -0.9 0.3 0.1300
H -27.3856 -6.4515 -21.7336 0.5 0.0 -0.6 0.1377
H -26.1689 -7.7714 -22.2957 -0.1 0.8 -0.4 0.1210
C -29.6390 -20.8520 -22.7072 -0.7 -0.9 0.5 -0.0989
C -28.3689 -20.2236 -23.2072 -0.1 -1.3 -1.6 -0.1035
O -27.6735 -19.8275 -22.0294 0.9 0.0 -4.0 0.1281
C -28.4150 -20.0720 -21.0110 1.2 2.3 4.4 -0.6060
O -27.9944 -19.6517 -19.9396 -1.9 -1.5 -0.6 0.1217
O -29.5750 -20.6392 -21.2925 -0.9 0.1 0.3 0.0841
H -29.6918 -21.9365 -22.8039 0.1 0.0 -0.4 0.1385
H -30.5305 -20.4416 -23.1815 -0.2 0.2 0.5 0.1199
H -28.6038 -19.4791 -23.9678 0.5 0.7 0.7 0.1144
H -27.8830 -21.0256 -23.7629 0.9 0.2 0.3 0.1356
C -22.1243 -14.2989 -16.9872 -0.6 1.0 -0.7 -0.1035
C -21.1598 -13.1679 -16.8728 2.1 0.7 -0.4 -0.1021
O -21.8924 -11.9406 -16.8574 0.4 -0.3 0.3 0.1088
C -23.1710 -12.2333 -16.8745 -4.4 3.2 1.4 -0.5106
O -24.1061 -11.3865 -16.7188 3.7 -3.7 -1.1 0.0871
O -23.3718 -13.5670 -16.9574 -0.6 -0.6 0.1 0.0250
H -22.0347 -15.0249 -16.1791 -0.4 0.0 -0.2 0.1285
H -21.9800 -14.7094 -17.9866 -0.5 -0.5 0.3 0.0983
H -20.5618 -13.1096 -17.7822 0.3 -0.1 0.2 0.1280
H -20.5043 -13.2587 -16.0067 -0.1 0.4 0.1 0.1406
C -29.7217 -12.5312 -13.6980 -0.6 0.2 -1.6 -0.1309
C -29.4320 -11.5501 -12.6263 0.4 1.6 1.2 -0.0916
O -28.0139 -11.5530 -12.5234 0.9 0.5 0.9 0.1001
C -27.5055 -12.4958 -13.2601 4.2 -1.4 -1.0 -0.5685
O -26.3110 -12.8099 -13.3526 -3.1 0.8 0.4 0.1133
O -28.4499 -13.0740 -13.9988 -0.1 -1.5 -0.3 0.0478
H -30.0189 -12.0045 -14.6049 -0.5 -0.2 0.1 0.1043
H -30.4533 -13.3036 -13.4606 0.2 0.1 0.0 0.1179
H -29.7612 -11.7878 -11.6148 -0.6 0.1 -0.2 0.1438
H -29.6264 -10.5230 -12.9351 -0.8 -0.2 0.4 0.1290
C -33.8489 -15.8306 -16.2306 -1.6 0.4 0.0 -0.1071
C -34.2914 -15.0568 -17.4980 -0.6 -0.8 1.5 -0.1018
O -33.3862 -13.9774 -17.4985 0.2 0.4 -0.6 0.0670
C -32.3755 -14.2471 -16.6669 2.7 2.9 -0.3 -0.5410
O -31.4658 -13.4377 -16.4699 -2.1 -2.5 -0.2 0.1206
O -32.5098 -15.4583 -16.1580 1.9 -0.6 0.8 0.0665
H -34.0188 -16.9069 -16.2582 0.5 0.1 -0.2 0.1405
H -34.3029 -15.4357 -15.3217 -0.4 -0.1 0.0 0.1363
H -35.2665 -14.5932 -17.3488 -0.2 -0.6 -0.6 0.1401
H -34.1560 -15.7539 -18.3250 -0.2 0.6 -0.4 0.1047
C -31.3277 -16.2210 -24.7506 -0.2 -0.5 -0.5 -0.0732
C -30.8775 -17.6156 -24.3161 -0.7 0.4 -0.7 -0.1536
O -29.7069 -17.3378 -23.6317 1.7 0.1 1.4 0.0372
C -29.3153 -16.0377 -23.7458 1.6 0.8 0.2 -0.5077
O -28.2617 -15.5809 -23.3402 -2.2 -1.1 -0.6 0.1253
O -30.2305 -15.3311 -24.4410 -0.4 -1.0 0.2 0.0752
H -32.2173 -15.9856 -24.1664 0.1 0.7 -0.5 0.1197
H -31.4587 -16.2936 -25.8302 -0.4 0.9 0.1 0.1380
H -30.6640 -18.2766 -25.1561 0.1 0.0 -0.1 0.1332
H -31.6618 -18.0818 -23.7197 0.4 -0.1 0.4 0.1083
C -21.6375 -17.3758 -18.9192 1.6 -0.1 -0.5 -0.1431
C -21.2192 -18.8042 -18.5998 -0.9 0.5 -0.4 -0.0976
O -22.3604 -19.2646 -17.8949 -1.2 -0.7 0.7 0.0745
C -23.3551 -18.3241 -17.8511 -0.9 -1.0 0.7 -0.5250
O -24.5054 -18.4582 -17.4960 2.1 -0.3 -0.7 0.1434
O -22.8364 -17.1558 -18.2256 -0.2 1.0 -0.5 0.0371
H -21.7473 -17.3442 -20.0032 -0.5 0.8 0.2 0.1024
H -20.8351 -16.7351 -18.5533 -0.4 0.6 -0.2 0.1302
H -20.2883 -18.7912 -18.0328 -0.3 -0.7 0.2 0.1374
H -21.1895 -19.3463 -19.5449 0.6 -0.4 0.3 0.1351
C -31.9389 -9.4768 -17.7452 0.6 0.3 -1.1 -0.1469
C -32.4349 -8.2508 -17.0957 -1.2 2.0 -1.6 -0.1814
O -32.4040 -8.5028 -15.7637 0.5 -0.1 3.3 0.1047
C -31.7319 -9.6394 -15.5223 -1.7 -2.3 1.6 -0.5084
O -31.5924 -10.2200 -14.4639 0.3 1.9 -1.3 0.1412
O -31.5246 -10.2656 -16.6832 1.2 -1.1 0.2 0.0691
H -31.0627 -9.1442 -18.3018 -0.2 -0.9 -0.8 0.1361
H -32.7861 -9.9239 -18.2655 0.7 -0.5 -0.5 0.1429
H -33.4662 -8.1379 -17.4300 0.0 0.8 0.3 0.1406
H -31.8243 -7.3706 -17.2969 -0.2 0.1 -0.2 0.1425
C -30.0533 -19.4000 -16.9088 1.8 2.9 0.8 -0.2002
C -29.6442 -20.7123 -16.5000 1.9 -1.8 2.5 -0.1317
O -30.5735 -21.5872 -17.0716 1.2 -1.5 0.0 0.1262
C -31.5877 -20.8987 -17.4940 -1.4 0.0 -1.6 -0.5516
O -32.5376 -21.4145 -18.0278 0.3 1.4 0.5 0.1418
O -31.3311 -19.5559 -17.3194 -3.7 -1.0 -1.7 0.0706
H -29.3932 -18.9682 -17.6611 -0.3 0.3 -0.2 0.1321
H -30.0989 -18.8204 -15.9867 0.4 0.8 -0.4 0.1196
H -29.7811 -20.7631 -15.4198 0.2 -0.5 0.2 0.1403
H -28.5934 -20.9243 -16.6980 -0.3 -0.5 -0.4 0.1536
C -20.3020 -14.3301 -22.3851 0.4 0.7 0.0 -0.1207
C -20.3456 -15.1471 -21.1450 -0.5 -0.5 -0.1 -0.0991
O -21.2600 -14.3791 -20.3387 1.6 -2.1 2.7 0.0715
C -21.9359 -13.5399 -21.0445 -1.5 2.2 -1.0 -0.6047
O -22.8280 -12.8253 -20.6552 0.7 -0.9 -0.2 0.1519
O -21.4486 -13.5377 -22.2845 -1.7 0.9 -1.3 0.0688
H -20.3772 -14.9452 -23.2818 0.6 0.5 -0.1 0.1476
H -19.5062 -13.5970 -22.2530 0.6 -0.4 -1.0 0.1451
H -19.3359 -15.2126 -20.7398 -0.4 -0.2 0.6 0.1439
H -20.8248 -16.1050 -21.3476 0.3 -0.1 0.3 0.1080
C -24.3006 -15.5735 -14.3344 -0.1 -1.0 1.0 -0.0870
C -24.2181 -16.8878 -15.0887 -0.1 1.0 0.7 -0.1285
O -23.2818 -17.6457 -14.3174 1.2 -0.9 -0.7 0.0680
C -23.0939 -17.0960 -13.1035 1.4 0.3 1.7 -0.5479
O -22.3201 -17.4352 -12.2091 -2.1 0.2 -2.6 0.1193
O -23.8635 -16.0137 -13.0337 -0.5 1.5 0.9 0.0603
H -25.3200 -15.1879 -14.3206 0.2 0.2 0.4 0.1158
H -23.6052 -14.8098 -14.6829 -0.1 0.0 0.0 0.1149
H -23.8491 -16.5510 -16.0574 -0.1 -1.3 -0.3 0.0980
H -25.1469 -17.4541 -15.0186 0.0 0.3 -0.7 0.1336
C -24.3125 -15.9853 -25.0684 -1.0 -0.2 -2.3 -0.1390
C -25.5669 -16.7442 -24.6334 0.3 0.1 -2.1 -0.1338
O -25.1942 -17.2623 -23.3803 0.7 1.4 1.7 0.0678
C -24.0647 -16.5500 -22.9583 2.2 -3.1 2.7 -0.4708
O -23.3714 -16.7675 -21.9434 -3.0 0.7 -2.3 0.0995
O -23.5844 -15.8380 -23.9366 1.2 1.5 2.0 0.0797
H -24.5792 -14.9901 -25.4241 0.3 -0.2 -0.5 0.1408
H -23.6722 -16.5749 -25.7246 -0.3 0.3 -0.6 0.1425
H -25.7911 -17.5649 -25.3148 0.2 -0.2 0.2 0.1328
H -26.3916 -16.0445 -24.7692 -0.4 -0.2 1.4 0.1097
C -31.7587 -13.7658 -21.9251 0.5 0.5 0.4 -0.0566
C -32.9858 -14.6073 -21.6526 0.3 0.2 1.3 -0.3429
O -34.0532 -13.8806 -22.1175 -2.0 1.1 -1.4 -0.0505
H -31.7557 -12.8862 -21.2815 -0.3 -0.1 0.4 0.0721
H -31.8041 -13.2847 -22.9022 0.1 -0.6 -0.4 0.0872
H -30.7933 -14.2342 -21.7335 0.0 -0.3 -0.3 0.0688
H -33.2250 -14.6778 -20.5915 1.0 -0.6 0.5 0.1076
H -32.9938 -15.6205 -22.0546 0.3 -0.2 -0.3 0.0911
H -34.7597 -13.8524 -21.4681 0.0 0.0 -0.2 0.0937
C -25.0828 -12.2922 -23.0136 -2.2 0.6 0.5 -0.0629
C -25.4117 -11.0195 -22.1398 1.2 -1.7 -1.2 -0.2840
O -24.5688 -10.0050 -22.6480 0.3 0.9 0.8 -0.0684
H -25.6041 -13.1572 -22.6034 0.3 -0.3 0.4 0.0395
H -24.0242 -12.4948 -23.1759 -0.2 0.3 0.2 0.0696
H -25.6600 -12.1428 -23.9260 0.6 0.0 -0.6 0.0659
H -25.1895 -11.2914 -21.1079 0.3 0.7 0.1 0.1017
H -26.4464 -10.6828 -22.2052 -0.2 -0.5 0.0 0.0833
H -24.9870 -9.5815 -23.4012 0.0 -0.2 -0.1 0.0798
```
Positions in Å, forces in eV/Å.

**Net charge**: +1
**Frontier orbital gap**: 5.9 eV